106
Properties=species:S:1:pos:R:3:forces:R:3 method="wB97M-V/def2-TZVPD" mol_weight_g_mol=823.1 charge=+1 energy_ev=-118352.9373 e_homo_ev=-12.091
N -0.79442 -0.06146 -0.28963 -2.6 4.1 -6.8
H -1.68742 0.32554 -0.83063 2.4 -0.9 1.1
H -0.37142 -0.75046 -0.84263 1.9 -0.6 -2.2
H -1.14542 -0.64446 0.29437 -2.9 -3.6 6.8
H -0.26642 0.72054 -0.03663 1.4 1.2 1.2
C 1.73658 0.53654 -4.00363 -5.4 0.4 4.1
C 1.10558 1.59154 -3.07763 -0.6 -1.3 -3.2
C 1.17758 2.92854 -3.80263 -0.3 -0.1 1.8
O -0.22042 3.34954 -3.81963 0.1 0.2 0.6
C -1.04342 2.40654 -3.19363 1.1 2.2 -0.9
O -2.19642 2.53754 -2.95263 -0.3 0.2 -0.2
O -0.33042 1.35954 -2.92563 1.9 -2.2 1.1
H 1.32358 0.56754 -4.91363 -2.2 -0.1 -3.4
H 1.58958 -0.36346 -3.52063 0.0 -2.4 0.6
H 2.65158 0.73154 -4.17563 7.0 1.4 -0.6
H 1.61558 1.49654 -2.15763 0.0 0.5 1.4
H 1.50658 2.78354 -4.85563 0.0 0.6 0.9
H 1.88458 3.45354 -3.05663 -1.3 0.7 -2.0
C 3.65058 4.42554 2.98537 -2.4 0.3 3.8
C 2.36858 3.58654 2.69737 1.5 3.7 0.3
C 1.06258 4.19654 3.12237 -0.6 3.3 3.2
O 0.26158 4.00454 2.06737 -5.3 -1.0 -2.4
C 0.81758 3.48554 1.05137 2.4 -2.0 -4.8
O 0.40758 3.14154 -0.08163 0.5 1.1 3.9
O 2.17358 3.38154 1.35337 -1.0 -0.4 -2.6
H 3.65658 4.48254 4.25337 -0.1 0.7 -3.5
H 3.72258 5.36154 2.40837 -0.5 -0.1 0.8
H 4.55258 3.93754 2.85837 1.6 -1.6 -0.8
H 2.39258 2.70554 3.13137 0.9 -4.6 2.3
H 1.12958 5.27354 3.06637 0.7 0.8 0.9
H 0.37358 4.03354 4.04937 2.1 -0.6 -1.2
C 4.96558 0.69654 -0.99963 0.7 -1.8 1.1
C 4.96658 1.17754 0.40737 1.4 2.2 1.8
C 4.86458 -0.04146 1.31537 2.0 1.4 3.3
S 3.52258 -0.88046 0.68937 -0.2 -1.1 -1.9
O 2.25758 -0.24346 0.88937 -0.6 1.0 0.4
O 3.62358 -2.25446 1.07237 -0.1 -0.9 0.1
C 4.14858 -0.58746 -0.97463 -0.2 -1.3 -1.4
H 5.94958 0.49554 -1.33863 1.3 -0.7 0.1
H 4.72758 1.42054 -1.68863 -1.6 1.7 -1.5
H 4.07958 1.82254 0.60937 0.6 -0.3 -0.2
H 5.92058 1.78454 0.67537 -1.7 -0.9 -0.4
H 4.48858 0.34954 2.36337 1.3 -1.1 -1.6
H 5.87258 -0.70946 1.32437 -2.7 1.5 0.2
H 3.40358 -0.53346 -1.77563 -0.2 -0.7 0.5
H 4.76358 -1.52346 -1.05663 -0.4 0.9 -0.5
C -4.43642 4.25654 1.73837 -2.2 -3.1 1.4
C -3.99442 4.05654 3.24337 3.4 -1.4 -4.5
C -3.14042 2.76954 3.23837 -1.3 -1.2 2.8
S -3.95642 1.65854 2.11037 -1.9 0.8 0.8
O -4.80642 0.70754 2.75037 -0.2 -0.6 0.8
O -2.99142 1.21254 1.20037 2.7 -1.6 -2.5
C -4.97542 2.81154 1.26137 -0.9 2.1 0.2
H -3.76042 4.67054 1.06837 1.3 0.8 -1.0
H -5.36542 4.76854 1.82237 -0.3 1.3 -0.5
H -4.89842 3.91654 3.65737 -2.6 0.2 2.8
H -3.27142 4.80754 3.41437 -0.2 1.4 1.3
H -2.99642 2.22254 4.28537 -0.4 1.1 -2.3
H -2.19742 2.95054 2.79637 1.1 0.2 -0.4
H -6.01742 2.67754 1.60137 0.5 0.1 0.5
H -5.12442 2.69754 0.17537 1.0 -0.2 0.3
C -4.22142 -0.97946 -5.72463 -1.1 -2.0 0.1
C -2.86542 -0.70946 -6.22163 0.9 -1.1 4.6
C -1.86142 -1.75346 -5.59163 -0.4 1.2 -3.4
S -2.49642 -2.07046 -3.98063 -1.6 -0.7 -2.7
O -1.72642 -1.36646 -3.04563 1.7 1.6 2.5
O -2.66942 -3.47846 -3.82963 -0.3 -0.9 0.5
C -4.09342 -1.28146 -4.23963 1.1 3.1 0.0
H -4.44442 -1.91246 -6.15163 -1.2 -1.4 -1.1
H -4.95342 -0.23946 -6.07063 0.1 -0.2 0.6
H -2.64842 0.18054 -5.80863 1.3 3.6 1.4
H -2.86542 -0.53746 -7.18963 0.5 0.0 -4.9
H -0.80342 -1.32146 -5.60063 -1.5 -1.1 0.1
H -2.12542 -2.52046 -6.37763 1.3 -0.4 1.6
H -4.11342 -0.26346 -3.82963 0.9 -0.1 0.6
H -4.78742 -1.74846 -3.62763 -1.7 -1.6 0.3
C 0.10458 -2.97746 4.14637 -4.0 2.8 5.6
C 1.04458 -2.24846 5.07037 -6.8 5.0 3.6
C 1.05658 -0.75746 4.55737 2.0 -0.9 -0.6
S -0.62342 -0.43246 4.00237 0.8 2.9 1.9
O -0.64442 0.31054 2.77837 0.1 0.3 -1.1
O -1.29442 0.24054 5.14937 0.7 -2.0 -1.9
C -1.01942 -2.09146 3.72237 -2.7 -1.7 -0.6
H -0.30542 -3.86346 4.50237 -0.5 -1.6 1.0
H 0.71158 -3.17746 3.48637 5.5 -2.3 -7.8
H 1.89358 -2.74846 5.19837 3.7 -1.5 0.8
H 0.43958 -1.95046 6.16937 1.9 -1.8 -2.6
H 1.83658 -0.64946 3.73637 -1.3 0.2 0.6
H 1.25158 -0.05146 5.37137 0.1 -0.1 -0.3
H -1.48142 -2.42246 2.71637 0.8 1.3 1.4
H -1.80942 -2.20146 4.47137 -0.3 -0.3 -0.2
C 0.95658 -6.26946 -0.08563 1.6 2.0 -6.9
C -0.51242 -6.06446 -0.52863 1.7 -1.0 -3.2
C -0.66042 -4.73546 -1.16763 0.2 2.9 2.0
S 0.95158 -3.96946 -1.11163 1.7 -1.3 -4.4
O 0.99358 -2.56146 -0.86063 -0.7 1.4 0.3
O 1.72158 -4.47746 -2.26863 -1.3 1.1 0.8
C 1.55958 -4.89346 0.13537 -9.5 -2.1 0.9
H 1.62558 -6.68246 -1.01663 -1.8 0.4 2.4
H 1.04258 -6.81646 0.71437 0.5 -3.3 4.2
H -1.19442 -6.17546 0.20137 -2.0 -0.1 3.1
H -0.91642 -6.75146 -1.26563 0.8 -0.8 -0.1
H -1.25142 -4.09446 -0.52063 -0.1 0.3 0.5
H -1.11942 -4.50446 -2.07863 -0.3 -0.6 -1.9
H 1.17358 -4.43446 1.02137 -1.4 0.2 1.1
H 2.41658 -4.68846 0.36437 10.4 1.3 1.2


106
Properties=species:S:1:pos:R:3:forces:R:3 method="wB97M-V/def2-TZVPD" mol_weight_g_mol=1038.3 charge=-1 energy_ev=-216213.7384 e_homo_ev=-4.498
K 1.05938 0.21949 -0.21558 -0.1 0.5 0.0
C 5.36749 0.66640 2.36450 0.0 0.0 0.0
O 5.38826 1.34967 1.10871 0.0 0.0 0.0
C 4.37410 1.03477 0.28178 0.1 0.0 0.0
O 3.63039 0.09700 0.45502 0.1 -0.1 0.0
N 4.35954 1.89602 -0.78246 0.0 0.0 0.0
N 3.20053 1.84706 -1.58361 0.0 0.2 0.0
H 6.34500 0.83343 2.80844 0.0 0.0 0.0
H 5.18463 -0.39682 2.22165 0.0 0.0 0.0
H 4.58602 1.08936 2.99589 0.0 0.0 0.0
H 4.68756 2.81966 -0.52784 0.0 0.0 0.0
H 3.45700 2.12784 -2.52103 0.0 -0.1 0.0
H 2.52698 2.52471 -1.21961 0.0 0.0 0.0
Br -5.12098 4.76000 2.12750 0.0 0.0 0.0
C -5.03837 4.42890 0.26115 0.0 0.0 0.0
C -5.05751 3.12128 -0.20021 0.0 0.0 0.0
C -4.99576 2.87416 -1.56127 0.0 0.0 0.1
C -4.92808 3.93806 -2.45862 0.0 -0.1 -0.1
C -4.94227 5.24196 -1.98048 0.0 0.0 0.0
C -4.97483 5.49530 -0.61746 0.0 0.0 0.0
N -5.05035 3.75933 -3.88050 0.1 0.0 -0.1
N -4.40706 2.90222 -4.51851 -0.1 -0.1 0.2
C -3.35990 2.14148 -3.91952 -0.1 0.4 -0.1
C -3.38960 0.77780 -4.11139 0.1 -0.1 0.1
C -2.50419 -0.08005 -3.46765 -0.1 0.0 -0.1
C -1.47347 0.40170 -2.63508 0.1 0.0 0.1
O -0.66529 -0.34282 -2.00757 -0.1 -0.2 -0.2
C -1.34920 1.86590 -2.55547 0.0 0.0 0.0
N -0.28854 2.34332 -1.85766 0.0 0.0 0.0
C -0.10263 3.63969 -1.79485 0.0 0.1 -0.1
C -0.93605 4.56845 -2.44451 0.1 0.0 0.0
C -2.01636 4.10917 -3.13898 -0.1 0.0 0.0
C -2.27955 2.72085 -3.19262 0.1 -0.1 0.0
H -5.11733 2.29981 0.50074 0.0 0.0 0.0
H -4.99693 1.85527 -1.92161 0.0 0.0 0.0
H -4.92753 6.06123 -2.68782 0.0 0.0 0.0
H -4.96369 6.50978 -0.24369 0.0 0.0 0.0
H -4.17569 0.36846 -4.73693 0.0 0.0 0.0
H -2.59307 -1.15168 -3.59796 0.0 0.0 0.0
H 0.73045 3.98524 -1.18950 0.0 0.0 0.0
H -0.71194 5.62532 -2.38092 0.0 0.0 0.0
H -2.66391 4.79835 -3.66436 0.0 0.0 0.0
C 0.55787 -2.12496 2.43754 0.1 0.0 0.0
N -0.19351 -0.94533 1.99699 0.1 0.0 0.0
C -1.55001 -1.37239 1.64871 0.0 0.0 0.0
N -2.23560 -1.99062 2.78943 0.0 0.0 0.0
C -1.43201 -3.13691 3.22607 0.0 0.0 0.0
N -0.06633 -2.76109 3.60479 0.0 -0.1 0.0
C -0.15597 -1.76531 4.67608 0.0 0.0 0.0
N -0.92159 -0.58145 4.28382 0.0 0.0 0.0
C -0.27156 0.00648 3.10910 0.0 0.0 0.0
C -2.26085 -1.01582 3.88504 0.0 0.0 0.0
H 1.57708 -1.82245 2.69085 0.0 0.0 0.0
H 0.61498 -2.83756 1.61352 0.0 0.0 0.0
H -1.49276 -2.08640 0.82392 0.0 0.0 0.0
H -2.12194 -0.50439 1.31090 0.0 0.0 0.0
H -1.38249 -3.86267 2.41065 0.0 0.0 0.0
H -1.92256 -3.60320 4.08486 0.0 0.0 0.0
H 0.85375 -1.45452 4.95400 0.0 0.0 0.0
H -0.63443 -2.22486 5.54534 0.0 0.0 0.0
H 0.73590 0.33616 3.37184 0.0 0.0 0.0
H -0.82675 0.88600 2.78705 -0.1 0.1 0.0
H -2.83482 -0.14170 3.56902 0.0 0.0 0.0
H -2.75836 -1.46840 4.74690 0.0 0.0 0.0
C -1.71587 3.18750 1.05867 0.0 0.0 0.1
S -1.16583 3.72040 2.69973 0.0 0.0 0.0
C 0.06704 4.87850 2.25422 0.1 0.0 0.0
C 1.26271 4.60834 1.66995 0.0 0.0 -0.2
S 1.94465 3.12169 1.13540 0.0 -0.1 0.3
S 2.21448 6.04755 1.33161 0.0 0.0 0.1
C 1.14883 7.25467 1.95997 -0.1 0.0 -0.3
S 1.45619 8.87724 1.89308 0.1 0.0 0.1
S -0.30690 6.56698 2.54797 0.0 0.0 0.1
H -2.55055 2.49813 1.19736 0.0 0.0 0.1
H -0.90134 2.68264 0.54323 0.0 0.0 0.0
H -2.06218 4.04039 0.47746 0.0 0.0 0.0
O 1.60592 -2.30652 -0.60175 -0.1 0.0 0.2
S 2.58439 -2.25539 -1.71961 0.1 -0.1 -0.1
C 3.60829 -3.77619 -1.50953 0.1 -0.1 0.0
C 3.64681 -4.10013 -0.04819 0.0 0.0 0.0
C 4.60929 -3.54061 0.78278 0.0 0.0 0.0
C 4.56814 -3.76195 2.15193 0.0 0.0 0.0
C 3.55775 -4.53782 2.70064 0.0 0.0 0.0
C 2.59248 -5.09837 1.87487 0.0 0.0 0.0
C 2.63604 -4.87871 0.50777 0.0 0.0 0.0
C 1.63000 -2.72161 -3.20993 -0.1 0.0 0.0
C 0.72523 -3.88208 -2.95125 0.0 0.0 0.0
C -0.44408 -3.67224 -2.21864 0.0 0.0 0.0
C -1.25698 -4.74824 -1.89724 0.0 0.0 0.0
C -0.91973 -6.03346 -2.30343 0.0 0.0 0.0
C 0.23077 -6.24299 -3.04947 0.0 0.0 0.0
C 1.04937 -5.16887 -3.37124 0.0 0.0 0.0
H 4.59783 -3.54775 -1.90628 0.0 0.0 0.0
H 3.16237 -4.58922 -2.07998 0.0 0.0 0.0
H 5.38060 -2.90740 0.35944 0.0 0.0 0.0
H 5.31899 -3.31636 2.79232 0.0 0.0 0.0
H 3.51132 -4.69507 3.77034 0.0 0.0 0.0
H 1.79138 -5.68721 2.30299 0.0 0.0 0.0
H 1.86344 -5.28287 -0.13686 0.0 0.0 0.0
H 2.34684 -2.89454 -4.01517 0.0 0.0 0.0
H 1.05682 -1.81433 -3.41540 0.0 0.0 0.0
H -0.69942 -2.65824 -1.92878 0.0 0.0 0.0
H -2.16392 -4.58163 -1.32927 0.0 0.0 0.0
H -1.56023 -6.86869 -2.04931 0.0 0.0 0.0
H 0.48974 -7.23952 -3.38402 0.0 0.0 0.0
H 1.94409 -5.33174 -3.96296 0.0 0.0 0.0


64
Properties=species:S:1:pos:R:3:forces:R:3 method="wB97M-V/def2-TZVPD" mol_weight_g_mol=650.8 charge=+1 energy_ev=-106430.6405 e_homo_ev=-7.712
C -1.43258 0.75611 -0.05318 1.7 -1.3 0.2
P -0.19972 1.63556 1.01377 -0.1 1.4 0.3
C 1.30956 1.86961 -0.09545 -0.3 -1.2 -0.6
Al 0.44047 0.01357 2.60939 0.6 -0.5 0.9
O -1.04827 -0.39580 3.60757 0.1 -0.7 -1.5
C 0.94438 -1.65345 1.53447 -0.6 0.3 0.3
C 1.24584 -2.93272 2.40320 -0.7 0.5 0.2
C 2.77353 -3.18402 2.59178 -1.0 0.6 -1.8
F 3.39651 -2.16143 3.23399 -0.5 -0.9 0.1
F 3.28414 -3.15291 1.29376 -0.1 -0.3 1.0
C 3.13242 -4.61045 3.13340 1.1 -0.6 -1.4
F 4.34633 -4.94862 2.65148 -0.8 0.6 0.7
F 2.28638 -5.54608 2.61389 0.2 1.1 0.3
S 3.15553 -4.81471 5.00525 1.3 -2.3 2.2
F 1.91517 -5.88099 4.91013 0.6 1.3 0.4
F 2.10870 -3.60277 5.26794 0.7 -0.6 -0.5
F 4.47289 -3.87304 5.18908 -3.4 -0.1 -0.1
F 4.15988 -6.08366 4.81310 -1.1 1.0 0.2
F 3.18307 -5.07518 6.59867 -0.2 0.3 -1.2
C 1.99208 0.81998 3.63654 -1.4 0.1 0.2
C 2.05171 0.44745 5.13145 0.7 0.6 -1.2
O 3.08309 0.44633 5.68352 1.0 -0.3 1.2
F 0.93510 0.13779 5.87601 -0.1 0.2 -1.2
H -2.34749 0.49964 0.53844 0.2 0.7 -0.7
H -0.95085 -0.18968 -0.43224 -0.6 0.7 -0.3
H -1.67896 1.39722 -0.98495 0.1 -0.3 1.0
H 1.19308 2.72906 -0.79798 0.0 -0.5 0.6
H 1.42354 0.93733 -0.70672 0.2 0.8 0.3
H 2.25014 1.97831 0.48903 -0.8 0.1 -0.2
H -0.94111 -1.23963 4.07586 0.0 0.5 0.1
H 0.04439 -1.89585 0.87454 0.9 -0.2 0.0
H 1.75885 -1.35555 0.83885 -0.5 -0.5 0.3
H 0.73865 -3.80366 1.93105 0.9 0.3 0.4
H 0.73024 -2.78714 3.38689 0.8 -0.4 -0.5
H 1.85920 1.93261 3.59609 0.0 -0.8 0.2
H 2.98231 0.60853 3.17266 -0.7 0.0 0.7
Li -1.82869 -1.44462 1.28187 0.8 0.4 0.8
C -5.86951 0.56232 -2.89305 0.1 0.0 0.1
S -4.58185 1.78680 -2.61384 -0.5 0.2 -0.6
O -3.43156 1.07765 -1.93695 0.0 0.4 -0.4
C -5.45479 2.72389 -1.33602 0.1 0.2 -0.2
H -5.51156 -0.14979 -3.63552 0.0 0.0 0.0
H -6.09212 0.03341 -1.96296 0.1 -0.1 0.0
H -6.76466 1.05943 -3.27017 0.1 0.1 -0.1
H -5.69916 2.07695 -0.49692 1.4 0.5 -0.7
H -6.36431 3.15515 -1.76067 0.1 0.0 -0.1
H -4.80288 3.52566 -0.99068 0.0 -0.1 0.0
Be -1.48805 1.88627 -2.53979 0.3 -1.3 -3.7
C 0.94743 1.35325 -6.19918 0.1 -0.1 -0.2
C -0.53971 1.07453 -5.92566 1.2 0.6 -1.6
O -0.77037 1.27321 -4.58884 -1.6 0.3 4.3
H 1.59003 0.68205 -5.62406 -0.1 0.0 0.0
H 1.17411 1.19580 -7.25942 0.0 0.0 0.0
H 1.21580 2.38296 -5.95828 -0.1 -0.1 0.0
H -0.73040 0.06243 -6.32360 -0.3 -0.2 0.8
H -1.09222 1.70382 -6.64566 -0.3 0.3 0.5
C -0.06738 4.99783 -4.82195 0.4 0.2 0.1
O 1.13858 4.75150 -5.51704 0.1 0.0 -0.1
H -0.90269 4.79928 -5.49110 0.1 0.0 0.0
H -0.13272 4.33387 -3.95549 -0.2 0.0 0.1
H -0.10281 6.04151 -4.49685 -0.2 0.0 0.1
H 1.87048 4.92909 -4.91648 0.0 0.0 -0.1
Cl 6.61263 -4.19122 4.56321 2.0 -0.1 -0.5
Na -6.98727 1.36737 0.35345 -1.4 -0.7 1.0